Record 1
C3H5NO2 | ωB97M-V/def2-TZVPD

Relative energy (zero: lowest compared OMol25 entry of this formula, charge and spin) in kcal per mole: 38.9
Structure (SMILES): O/C=C\N=C/O
E_LUMO in eV: 0.86
Frontier orbital gap in eV: 9.7
Charge: 0
Energy in eV: -8776.006
E_HOMO in eV: -8.81

Geometry as XYZ:
```
11
Properties=species:S:1:pos:R:3:lowdin_charge:R:1
O 1.76 -0.35 -1.05 0.015
C 1.50 -0.15 0.26 -0.198
C 0.29 -0.36 0.78 -0.191
N -0.74 -0.85 -0.10 0.038
C -1.57 0.04 -0.45 -0.272
O -1.54 1.32 -0.05 0.049
H 0.95 -0.77 -1.40 0.095
H 2.37 0.19 0.82 0.119
H 0.08 -0.29 1.84 0.116
H -2.40 -0.18 -1.12 0.133
H -0.70 1.39 0.46 0.095
```

Record 2
C3H5NO2 | ωB97M-V/def2-TZVPD

Relative energy (zero: lowest compared OMol25 entry of this formula, charge and spin) in kcal per mole: 107.0
E_LUMO in eV: -0.69
Frontier orbital gap in eV: 7.9
Charge: 0
Energy in eV: -8773.053
E_HOMO in eV: -8.63

Geometry as XYZ:
```
11
Properties=species:S:1:pos:R:3:lowdin_charge:R:1
N -1.31 -1.02 -1.13 0.134
C -0.67 0.06 -1.11 -0.251
O -0.45 1.14 0.73 -0.211
C 0.34 0.21 1.30 -0.379
C 1.26 -0.11 0.16 0.022
O 0.79 -0.12 -1.01 0.066
H -2.27 -0.87 -1.43 0.068
H -0.88 1.05 -1.49 0.141
H -0.16 -0.73 1.65 0.132
H 0.99 0.55 2.13 0.125
H 2.35 -0.16 0.20 0.153
```

Record 3
C3H5NO2 | ωB97M-V/def2-TZVPD

Relative energy (zero: lowest compared OMol25 entry of this formula, charge and spin) in kcal per mole: 55.9
Structure (SMILES): [H]/N=C\OC(C)=O
E_LUMO in eV: 0.77
Frontier orbital gap in eV: 11.0
Charge: 0
Energy in eV: -8775.272
E_HOMO in eV: -10.27

Geometry as XYZ:
```
11
Properties=species:S:1:pos:R:3:lowdin_charge:R:1
H -0.51 -2.63 -0.61 0.054
N -1.21 -2.19 -1.19 0.109
C -1.12 -0.93 -1.12 -0.248
O -0.30 -0.38 -0.14 0.025
C -0.07 0.96 0.08 -0.500
C 0.78 1.15 1.32 0.018
O -0.50 1.83 -0.62 0.128
H -1.26 -0.87 -2.21 0.141
H 0.24 0.80 2.21 0.093
H 1.70 0.56 1.24 0.091
H 1.03 2.20 1.43 0.090
```

Record 4
C3H5NO2 | ωB97M-V/def2-TZVPD

Relative energy (zero: lowest compared OMol25 entry of this formula, charge and spin) in kcal per mole: 30.6
Structure (SMILES): O=C=NC=O.C
E_LUMO in eV: 0.55
Frontier orbital gap in eV: 11.7
Charge: 0
Energy in eV: -8776.369
E_HOMO in eV: -11.18

Geometry as XYZ:
```
11
Properties=species:S:1:pos:R:3:lowdin_charge:R:1
O -1.24 -1.17 0.71 0.205
C -0.17 -0.87 0.37 -0.347
N 0.97 -0.60 -0.01 0.167
C 1.76 -1.79 -0.13 -0.304
O 2.17 -2.19 -1.17 0.103
H 1.90 -2.30 0.85 0.139
C -1.08 1.79 -0.13 -0.042
H -1.66 0.91 -0.43 0.014
H -1.64 2.32 0.65 0.030
H -0.92 2.42 -0.99 0.030
H -0.11 1.50 0.27 0.004
```

Record 5
C3H5NO2 | ωB97M-V/def2-TZVPD

Relative energy (zero: lowest compared OMol25 entry of this formula, charge and spin) in kcal per mole: 38.2
Structure (SMILES): O/C=C\N=C/O
E_LUMO in eV: 0.83
Frontier orbital gap in eV: 9.6
Charge: 0
Energy in eV: -8776.038
E_HOMO in eV: -8.74

Geometry as XYZ:
```
11
Properties=species:S:1:pos:R:3:lowdin_charge:R:1
O 1.81 -0.39 -1.04 0.014
C 1.53 -0.18 0.26 -0.199
C 0.30 -0.36 0.76 -0.190
N -0.72 -0.83 -0.13 0.038
C -1.59 0.05 -0.43 -0.271
O -1.61 1.32 -0.02 0.051
H 1.00 -0.78 -1.42 0.095
H 2.39 0.14 0.84 0.118
H 0.08 -0.26 1.82 0.116
H -2.42 -0.19 -1.09 0.131
H -0.77 1.44 0.47 0.098
```

Record 6
C3H5NO2 | ωB97M-V/def2-TZVPD

Relative energy (zero: lowest compared OMol25 entry of this formula, charge and spin) in kcal per mole: 84.2
Structure (SMILES): NC(=O)[C@H]1CO1
E_LUMO in eV: 0.84
Frontier orbital gap in eV: 10.7
Charge: 0
Energy in eV: -8774.042
E_HOMO in eV: -9.86

Geometry as XYZ:
```
11
Properties=species:S:1:pos:R:3:lowdin_charge:R:1
N 1.44 1.03 -0.01 0.131
C 0.99 -0.18 -0.18 -0.560
O 1.90 -1.06 -0.18 -0.001
C -0.39 -0.45 -0.63 -0.176
C -1.59 -0.56 0.40 0.045
O -1.26 0.81 -0.51 -0.138
H 2.32 1.06 0.57 0.144
H 0.85 1.99 0.21 0.194
H -0.64 -1.02 -1.50 0.131
H -2.45 -1.23 0.32 0.087
H -1.15 -0.39 1.51 0.141
```

Record 7
C3H5NO2 | ωB97M-V/def2-TZVPD

Relative energy (zero: lowest compared OMol25 entry of this formula, charge and spin) in kcal per mole: 76.7
Structure (SMILES): [H]/N=C\OCC=O
E_LUMO in eV: 0.32
Frontier orbital gap in eV: 10.2
Charge: 0
Energy in eV: -8774.369
E_HOMO in eV: -9.90

Geometry as XYZ:
```
11
Properties=species:S:1:pos:R:3:lowdin_charge:R:1
H 0.51 0.69 0.62 0.030
N 1.52 0.82 0.17 0.117
C 1.49 0.00 -0.78 -0.193
O 0.34 -0.93 -0.97 -0.124
C -0.53 -0.88 0.11 -0.157
C -1.07 0.73 0.49 -0.260
O -1.69 0.96 1.49 0.062
H 2.18 -0.19 -1.62 0.128
H -0.10 -1.37 1.01 0.134
H -1.54 -1.24 -0.12 0.123
H -1.11 1.42 -0.40 0.140
```

Record 8
C3H5NO2 | ωB97M-V/def2-TZVPD

Relative energy (zero: lowest compared OMol25 entry of this formula, charge and spin) in kcal per mole: 36.2
Structure (SMILES): [H]/N=C/OCC=O
E_LUMO in eV: 0.84
Frontier orbital gap in eV: 10.8
Charge: 0
Energy in eV: -8776.127
E_HOMO in eV: -9.97

Geometry as XYZ:
```
11
Properties=species:S:1:pos:R:3:lowdin_charge:R:1
H -1.41 -0.84 -2.20 0.056
N -1.05 -0.39 -1.36 0.119
C 0.21 -0.23 -1.46 -0.311
O 0.95 0.35 -0.50 -0.075
C 0.23 0.79 0.65 -0.153
C 0.02 -0.36 1.63 -0.227
O -0.48 -0.20 2.71 0.061
H 0.86 -0.53 -2.28 0.135
H -0.74 1.21 0.38 0.126
H 0.85 1.55 1.13 0.138
H 0.39 -1.35 1.28 0.131
```

Record 9
C3H5NO2 | ωB97M-V/def2-TZVPD

Relative energy (zero: lowest compared OMol25 entry of this formula, charge and spin) in kcal per mole: 20.5
Structure (SMILES): [H]/N=C/OC(C)=O
E_LUMO in eV: 0.89
Frontier orbital gap in eV: 11.5
Charge: 0
Energy in eV: -8776.805
E_HOMO in eV: -10.61

Geometry as XYZ:
```
11
Properties=species:S:1:pos:R:3:lowdin_charge:R:1
H 2.68 1.00 -0.07 0.057
N 1.77 0.58 -0.22 0.131
C 1.39 -0.03 0.82 -0.291
O 0.21 -0.68 0.88 0.011
C -0.51 -0.79 -0.33 -0.496
C -1.60 0.23 -0.43 0.017
O -0.26 -1.66 -1.10 0.158
H 1.91 -0.11 1.78 0.135
H -2.28 0.11 0.42 0.094
H -1.16 1.24 -0.37 0.092
H -2.13 0.11 -1.37 0.091
```

Record 10
C3H5NO2 | ωB97M-V/def2-TZVPD

Relative energy (zero: lowest compared OMol25 entry of this formula, charge and spin) in kcal per mole: 26.9
E_LUMO in eV: 0.85
Frontier orbital gap in eV: 10.7
Charge: 0
Energy in eV: -8776.528
E_HOMO in eV: -9.80

Geometry as XYZ:
```
11
Properties=species:S:1:pos:R:3:lowdin_charge:R:1
N 1.52 -0.44 0.11 0.056
C 0.22 -0.19 -0.47 -0.276
C -1.03 -0.67 0.30 -0.085
O -1.53 0.69 0.35 0.046
C -0.41 1.19 -0.25 -0.451
O -0.09 2.32 -0.43 0.142
H 1.49 -0.29 1.11 0.083
H 2.17 0.25 -0.26 0.086
H 0.21 -0.50 -1.52 0.153
H -1.72 -1.32 -0.24 0.122
H -0.83 -1.05 1.30 0.125
```

Record 11
C3H5NO2 | ωB97M-V/def2-TZVPD

Relative energy (zero: lowest compared OMol25 entry of this formula, charge and spin) in kcal per mole: 37.9
Structure (SMILES): O/C=C\N=C/O
E_LUMO in eV: 0.83
Frontier orbital gap in eV: 9.5
Charge: 0
Energy in eV: -8776.050
E_HOMO in eV: -8.72

Geometry as XYZ:
```
11
Properties=species:S:1:pos:R:3:lowdin_charge:R:1
O 1.83 -0.40 -1.05 0.014
C 1.54 -0.18 0.25 -0.200
C 0.31 -0.35 0.75 -0.190
N -0.73 -0.81 -0.13 0.039
C -1.61 0.06 -0.43 -0.271
O -1.64 1.33 -0.02 0.051
H 1.04 -0.79 -1.44 0.096
H 2.40 0.12 0.84 0.118
H 0.10 -0.26 1.81 0.115
H -2.44 -0.19 -1.09 0.131
H -0.81 1.46 0.48 0.097
```

Record 12
C3H5NO2 | ωB97M-V/def2-TZVPD

Relative energy (zero: lowest compared OMol25 entry of this formula, charge and spin) in kcal per mole: 95.2
E_LUMO in eV: 0.52
Frontier orbital gap in eV: 8.5
Charge: 0
Energy in eV: -8773.566
E_HOMO in eV: -7.98

Geometry as XYZ:
```
11
Properties=species:S:1:pos:R:3:lowdin_charge:R:1
C 0.78 0.07 0.04 -0.352
N -1.59 0.25 0.62 0.094
C 1.13 -0.39 -1.19 -0.256
C -0.54 -0.53 0.25 -0.226
O 1.43 0.88 0.95 0.034
O 1.80 -0.44 -2.18 0.089
H 1.82 1.63 0.49 0.108
H -1.54 1.25 0.48 0.109
H -2.43 -0.17 0.99 0.098
H -0.24 -1.02 -1.09 0.177
H -0.61 -1.54 0.65 0.124
```

Record 13
C3H5NO2S | ωB97M-V/def2-TZVPD

Relative energy (zero: lowest compared OMol25 entry of this formula, charge and spin) in kcal per mole: 95.2
Structure (SMILES): COC1=NOCS1
E_LUMO in eV: 0.74
Frontier orbital gap in eV: 9.8
Charge: 0
Energy in eV: -19608.383
E_HOMO in eV: -9.04

Geometry as XYZ:
```
12
Properties=species:S:1:pos:R:3:lowdin_charge:R:1
C 0.18 0.87 -2.07 -0.010
O 0.76 1.27 -0.73 -0.051
C 0.06 0.59 0.16 -0.679
N -0.31 -0.66 -0.13 0.043
O -0.93 -1.42 0.98 -0.200
C -0.20 -0.95 2.12 -0.518
S -0.18 0.84 1.92 0.951
H 0.52 -0.07 -2.46 0.080
H -0.79 0.80 -2.10 0.029
H 0.68 1.58 -2.79 0.116
H 0.92 -1.39 2.11 0.124
H -0.71 -1.46 3.01 0.114
```

Record 14
C3H5NO2S | ωB97M-V/def2-TZVPD

Relative energy (zero: lowest compared OMol25 entry of this formula, charge and spin) in kcal per mole: 75.6
E_LUMO in eV: 0.80
Frontier orbital gap in eV: 11.2
Charge: 0
Energy in eV: -19609.235
E_HOMO in eV: -10.41

Geometry as XYZ:
```
12
Properties=species:S:1:pos:R:3:lowdin_charge:R:1
C -0.20 -1.38 -0.15 -0.084
C 0.56 1.08 0.22 -0.110
C -0.31 0.08 -0.58 -0.351
N 0.64 -0.81 -1.27 -0.121
O 2.66 -0.75 0.44 -0.271
O 2.84 0.63 -1.49 -0.265
S 2.02 0.02 -0.52 0.655
H 0.36 -1.57 0.73 0.086
H -0.96 -2.02 -0.59 0.114
H 0.61 2.15 -0.14 0.099
H 0.22 1.22 1.27 0.097
H -1.29 0.45 -1.01 0.151
```

Record 15
C3H5NO2S | ωB97M-V/def2-TZVPD

Relative energy (zero: lowest compared OMol25 entry of this formula, charge and spin) in kcal per mole: 147.1
E_LUMO in eV: -1.25
Frontier orbital gap in eV: 8.2
Charge: 0
Energy in eV: -19606.133
E_HOMO in eV: -9.48

Geometry as XYZ:
```
12
Properties=species:S:1:pos:R:3:lowdin_charge:R:1
C -0.36 0.66 0.02 -0.484
C -0.79 -0.61 -0.03 -0.242
C -2.09 -0.73 0.66 -0.080
H 3.55 0.57 -1.22 0.062
H 1.56 1.50 1.23 0.216
H -0.19 -1.47 -0.33 0.124
H -2.44 0.14 1.13 0.107
H -2.35 -1.65 1.14 0.115
N 1.11 0.71 0.35 -0.430
O -1.10 1.64 -0.21 0.092
O -2.09 -0.59 -0.76 -0.002
S 2.32 -0.53 -0.03 0.522
```

Record 16
C3H5NO2S | ωB97M-V/def2-TZVPD

Relative energy (zero: lowest compared OMol25 entry of this formula, charge and spin) in kcal per mole: 53.9
Structure (SMILES): C[C@H]1ONC(=S)O1
E_LUMO in eV: 0.76
Frontier orbital gap in eV: 9.7
Charge: 0
Energy in eV: -19610.172
E_HOMO in eV: -8.93

Geometry as XYZ:
```
12
Properties=species:S:1:pos:R:3:lowdin_charge:R:1
C -1.31 -0.66 0.59 -0.003
C -0.60 -0.15 -0.63 -0.373
O -0.27 1.21 -0.54 -0.058
N 0.82 1.19 0.30 0.020
C 1.53 0.03 -0.17 -0.951
S 3.10 -0.19 -0.02 0.733
O 0.67 -0.79 -0.72 0.004
H -1.43 -1.72 0.51 0.089
H -2.21 -0.11 0.73 0.083
H -0.68 -0.40 1.46 0.102
H -1.14 -0.38 -1.66 0.202
H 1.51 1.97 0.16 0.151
```

Record 17
C3H5NO2S | ωB97M-V/def2-TZVPD

Relative energy (zero: lowest compared OMol25 entry of this formula, charge and spin) in kcal per mole: 60.2
Structure (SMILES): CO/N=C\C(O)=S
E_LUMO in eV: -0.61
Frontier orbital gap in eV: 8.6
Charge: 0
Energy in eV: -19609.901
E_HOMO in eV: -9.23

Geometry as XYZ:
```
12
Properties=species:S:1:pos:R:3:lowdin_charge:R:1
C -2.30 0.12 -0.01 -0.080
O -0.89 0.27 0.00 -0.175
N -0.32 -0.96 0.00 0.059
C 0.97 -0.99 0.01 -0.154
C 1.95 0.11 0.00 -0.853
O 1.45 1.34 0.00 0.027
S 3.56 -0.20 0.00 0.716
H -2.70 1.16 0.02 0.100
H -2.64 -0.40 -0.90 0.079
H -2.65 -0.39 0.90 0.087
H 1.38 -1.99 0.00 0.104
H 2.19 1.94 -0.01 0.089
```

Record 18
C3H5NO2S | ωB97M-V/def2-TZVPD

Relative energy (zero: lowest compared OMol25 entry of this formula, charge and spin) in kcal per mole: 67.4
Structure (SMILES): O=C(NO)[C@@H]1CS1
E_LUMO in eV: 0.73
Frontier orbital gap in eV: 10.1
Charge: 0
Energy in eV: -19609.590
E_HOMO in eV: -9.38

Geometry as XYZ:
```
12
Properties=species:S:1:pos:R:3:lowdin_charge:R:1
O -1.27 -1.46 1.08 0.062
C -0.90 -0.78 0.17 -0.460
N -1.69 0.03 -0.58 -0.045
O -2.96 0.30 -0.16 0.004
C 0.71 -0.74 -0.30 -0.550
C 1.46 0.40 0.15 -0.375
S 1.13 0.30 -1.63 0.868
H -1.25 0.31 -1.48 0.106
H -2.99 -0.36 0.61 0.132
H 1.13 -1.73 -0.03 0.127
H 0.82 1.12 0.47 0.044
H 2.52 0.43 0.38 0.088
```

Record 19
C3H5NO2S | ωB97M-V/def2-TZVPD

Relative energy (zero: lowest compared OMol25 entry of this formula, charge and spin) in kcal per mole: 54.0
Structure (SMILES): NC1=C(O)OCS1
E_LUMO in eV: 0.59
Frontier orbital gap in eV: 7.8
Charge: 0
Energy in eV: -19610.170
E_HOMO in eV: -7.22

Geometry as XYZ:
```
12
Properties=species:S:1:pos:R:3:lowdin_charge:R:1
N 0.72 2.07 0.02 0.010
C 0.19 0.82 0.21 -0.556
C 0.78 -0.39 0.11 -0.464
O 2.03 -0.58 0.12 0.185
O -0.08 -1.48 0.10 -0.097
C -1.44 -1.21 0.00 -0.488
S -1.64 0.58 0.08 0.882
H 0.03 2.69 0.45 0.065
H 0.62 2.38 -1.02 0.128
H 2.31 -1.48 0.04 0.131
H -1.76 -1.73 -1.02 0.132
H -1.76 -1.68 0.90 0.073
```

Record 20
C3H5NO2S | ωB97M-V/def2-TZVPD

Relative energy (zero: lowest compared OMol25 entry of this formula, charge and spin) in kcal per mole: 133.3
Structure (SMILES): N#S(=O)O.C#CC
E_LUMO in eV: -0.77
Frontier orbital gap in eV: 9.6
Charge: 0
Energy in eV: -19606.729
E_HOMO in eV: -10.41

Geometry as XYZ:
```
12
Properties=species:S:1:pos:R:3:lowdin_charge:R:1
N -3.08 0.17 0.17 -0.256
S -2.62 -1.01 -0.53 0.726
O -3.22 -2.31 -0.74 -0.329
O -1.29 -0.87 -1.55 -0.237
H -0.71 -0.12 -1.26 0.028
C 0.07 1.33 0.24 0.089
C 1.17 0.84 0.46 -0.163
C 2.41 0.22 0.71 -0.090
H -0.73 1.95 0.16 0.002
H 2.31 -0.62 1.37 0.088
H 2.59 -0.33 -0.22 0.105
H 3.10 0.75 1.18 0.037
```